Density functional theory data (ωB97M-V/def2-TZVPD) for a molecular structure, C4H9NO2.

Values from the calculation:
gap between HOMO and LUMO	8.7	eV
multiplicity	1
HOMO energy	-8.4	eV
energy above the lowest of the compared OMol25 structures with the same formula, charge and spin	81.5	kcal per mole

```
16
C4H9NO2 ωB97M-V/def2-TZVPD
H 0.428 -2.308 0.432
H -2.334 1.647 -0.269
O -1.822 -0.304 1.000
H 0.541 0.638 -2.002
N 0.111 1.400 0.932
H -0.246 -0.913 -2.030
O -1.576 1.228 -0.707
H 0.144 1.307 1.939
C 0.237 -0.285 -0.108
H 1.508 -0.860 -1.751
C 0.793 -1.336 0.781
C -1.029 0.414 0.324
H 0.322 2.284 0.488
C 0.565 -0.354 -1.550
H 1.883 -1.348 0.707
H 0.476 -1.210 1.813
```


Density functional theory data (ωB97M-V/def2-TZVPD) for a gas-phase ion, C5H11N4O2 (charge +1).

Values from the calculation:
gap between HOMO and LUMO (spin up / spin down)	6.5 / 6.5	eV
multiplicity	1
HOMO energy (spin up / spin down)	-11.2 / -11.2	eV
energy above the lowest of the compared OMol25 structures with the same formula, charge and spin	202.5	kcal per mole
net charge	+1

```
22
C5H11N4O2 ωB97M-V/def2-TZVPD
H -0.188 2.252 -0.868
H -1.638 -1.096 1.948
H -3.183 -1.113 -1.286
C -0.211 1.629 0.038
H 2.712 1.988 0.187
C 0.998 0.709 -0.307
C 2.418 1.001 -0.138
O 1.763 0.073 0.745
H 0.640 0.156 -1.187
C 2.146 -1.290 0.267
C -2.587 -0.826 -0.387
H 2.360 -2.059 1.157
H -1.359 0.409 -1.645
N -0.986 -1.124 1.171
H -3.368 -0.693 0.359
H -0.077 2.269 0.914
N -1.396 -1.557 0.008
H 3.128 0.636 -0.976
N -1.445 0.987 0.367
N -1.908 0.443 -0.751
O 2.171 -1.516 -0.891
H 0.011 -1.277 1.275
```


Density functional theory data (ωB97M-V/def2-TZVPD) for a molecular structure, C27H35BrCeN4P2.

Values from the calculation:
gap between HOMO and LUMO (spin up / spin down)	2.4 / 3.7	eV
multiplicity	1
HOMO energy (spin up / spin down)	-12.9 / -13.5	eV
energy above the lowest of the compared OMol25 structures with the same formula, charge and spin	46.6	kcal per mole
net charge	+2

```
70
C27H35BrCeN4P2 ωB97M-V/def2-TZVPD
N -1.900 0.939 -7.351
H -3.512 -3.133 -7.216
C -4.066 -2.399 -7.804
C -0.999 2.436 -0.479
H -2.360 1.271 -9.449
H 3.042 -5.624 -9.243
H -1.220 2.161 0.565
C -5.305 -2.455 -8.434
H 2.305 0.518 -3.242
H -6.350 -0.943 -9.720
H 2.486 2.130 -1.674
H -1.265 1.401 -5.347
C 0.447 -0.420 -8.860
C -1.589 1.767 -1.498
H 3.293 -0.035 -5.485
H 2.243 -1.532 -10.488
H 5.298 1.605 -6.454
H -1.493 -0.411 -9.748
C 0.808 3.481 -1.974
N 2.727 -0.157 -7.563
H -2.412 3.898 -8.755
H -1.336 4.007 -6.225
C 1.522 2.122 -2.206
H 0.199 3.914 -2.801
C 0.983 -3.078 -2.513
H 1.543 -2.165 -2.220
C -1.644 3.120 -6.773
C 4.316 1.193 -8.439
N -3.488 -1.135 -8.051
C 0.046 3.471 -0.638
H -2.032 1.034 -3.415
H -0.120 -2.890 -2.310
H -0.894 2.447 -3.481
C 2.378 -2.445 -9.899
H 2.678 0.317 -9.683
H -0.043 0.064 -4.345
C -2.135 3.060 -8.124
C 2.376 -3.849 -8.121
H -4.114 0.519 -9.338
C -5.484 -1.231 -9.146
H 0.793 3.581 0.167
H 4.895 1.754 -9.156
P 1.330 -1.268 -7.454
C -1.132 1.498 -2.951
C -2.196 1.720 -8.475
C 0.038 0.422 -3.239
C 2.821 -3.689 -10.352
Br -2.028 -2.728 -3.417
P -1.820 -0.849 -7.338
H 0.918 -0.562 -9.839
C -4.348 -0.451 -8.915
Ce 0.330 -2.393 -4.865
C 3.200 0.430 -8.742
C -1.560 1.810 -6.308
H 1.184 -3.877 -1.771
C 3.534 0.268 -6.500
H 0.497 0.654 -8.654
H -0.627 4.353 -0.613
C 1.369 1.025 -2.938
H 1.632 4.241 -1.887
H -6.010 -3.269 -8.357
H 2.242 -4.129 -7.065
C 4.530 1.101 -7.021
H -0.978 -1.990 -9.256
H -0.173 -0.475 -2.588
C -0.954 -0.938 -8.966
C 2.807 -4.567 -9.238
N 2.085 -2.546 -8.533
H 3.091 -3.915 -11.372
H -2.359 1.057 -1.115
```


Density functional theory data (ωB97M-V/def2-TZVPD) for a molecular structure, C58H66O2S2.

Values from the calculation:
gap between HOMO and LUMO	6.0	eV
multiplicity	1
HOMO energy	-6.2	eV
energy above the lowest of the compared OMol25 structures with the same formula, charge and spin	334.0	kcal per mole

```
128
C58H66O2S2 ωB97M-V/def2-TZVPD
H -60.119 -40.679 -46.318
C -46.998 -33.645 -43.147
H -53.712 -42.690 -43.884
C -50.373 -36.865 -46.485
C -52.645 -34.950 -46.246
H -57.234 -39.115 -48.158
H -59.371 -40.874 -40.988
H -52.517 -36.631 -35.897
H -45.234 -36.178 -42.937
H -51.431 -37.698 -44.854
C -44.209 -39.185 -41.691
H -43.458 -39.718 -41.316
H -48.838 -36.142 -37.814
C -49.892 -38.069 -43.341
H -45.449 -36.689 -36.696
H -47.253 -37.395 -43.689
H -49.940 -39.066 -45.391
H -52.524 -34.967 -35.874
C -52.844 -35.818 -36.532
C -55.415 -38.559 -47.512
H -46.171 -33.879 -41.283
H -58.956 -42.712 -45.457
H -46.734 -35.989 -36.465
C -56.703 -40.523 -44.198
C -53.946 -38.867 -47.516
C -58.972 -38.836 -41.589
C -54.870 -35.363 -40.744
H -50.374 -34.486 -41.514
O -46.202 -35.732 -39.233
H -50.481 -37.056 -41.311
H -49.076 -37.780 -38.785
C -56.642 -38.500 -42.795
H -53.806 -41.023 -50.209
H -52.280 -39.879 -48.310
C -58.720 -40.236 -41.505
H -53.496 -34.189 -46.204
H -55.596 -33.363 -41.296
C -50.503 -38.962 -44.421
C -51.403 -36.812 -45.312
H -52.169 -34.046 -39.911
C -48.565 -36.775 -38.665
C -52.486 -36.013 -45.311
H -53.918 -36.054 -36.646
H -59.149 -38.441 -45.697
C -56.507 -36.837 -39.337
C -55.207 -36.520 -39.937
C -46.536 -36.855 -36.914
C -46.579 -39.225 -42.713
C -51.709 -43.125 -43.650
C -56.272 -39.232 -48.312
H -46.956 -37.540 -36.443
S -51.821 -35.645 -38.049
H -57.121 -38.300 -44.183
H -55.977 -37.803 -43.386
C -49.507 -34.272 -43.425
H -52.007 -43.889 -43.006
H -58.050 -33.668 -40.420
H -49.431 -43.168 -43.521
H -52.530 -38.057 -41.271
H -47.516 -39.739 -42.830
C -51.974 -38.236 -42.164
C -52.372 -41.304 -45.056
O -52.042 -36.880 -38.860
H -56.829 -37.784 -38.909
C -46.480 -37.906 -43.059
H -48.955 -41.432 -44.730
C -54.189 -40.353 -49.340
H -48.892 -36.316 -39.518
C -57.484 -39.436 -44.472
C -55.577 -40.127 -49.245
H -53.192 -40.703 -45.510
H -48.481 -34.102 -40.087
H -52.588 -33.375 -38.450
H -53.033 -38.258 -46.960
H -54.415 -37.299 -39.719
H -46.101 -33.105 -43.596
C -45.337 -37.139 -42.699
C -58.705 -39.430 -45.333
C -56.408 -40.021 -42.578
C -50.650 -37.822 -42.108
H -55.543 -40.558 -42.837
H -59.808 -38.372 -41.079
C -51.872 -39.351 -44.340
H -55.649 -40.577 -43.795
H -50.823 -40.187 -46.118
C -45.476 -39.889 -42.000
C -52.635 -38.918 -43.196
C -53.320 -39.791 -48.398
H -53.577 -34.314 -38.973
C -57.878 -37.951 -42.229
C -51.753 -34.866 -47.413
H -48.700 -37.792 -43.360
C -44.146 -37.805 -41.979
C -49.979 -41.591 -44.620
C -48.383 -34.229 -41.187
H -56.023 -40.897 -49.869
C -52.722 -42.426 -44.161
C -57.274 -41.957 -44.682
H -55.786 -37.858 -46.814
C -55.850 -34.333 -40.840
H -49.658 -35.895 -48.169
H -43.077 -37.323 -41.759
C -52.497 -34.152 -38.837
C -48.099 -33.902 -44.096
H -56.828 -42.838 -44.270
C -57.455 -40.636 -42.002
C -59.218 -40.675 -45.816
C -50.318 -42.687 -43.842
C -51.083 -40.866 -45.351
H -45.622 -41.020 -41.961
H -57.314 -41.844 -42.041
H -50.309 -34.609 -44.250
C -50.517 -35.820 -47.421
C -47.113 -33.891 -41.800
C -58.520 -41.869 -45.357
H -58.329 -35.922 -38.923
H -53.706 -39.064 -43.080
H -47.752 -33.898 -45.090
H -58.013 -36.854 -42.327
C -49.541 -34.331 -42.025
C -57.606 -35.735 -39.425
H -53.130 -36.033 -44.569
C -57.327 -34.540 -40.217
H -54.017 -35.069 -41.277
H -51.707 -34.135 -48.196
S -46.770 -37.003 -38.684
H -49.473 -37.534 -46.502
H -52.324 -39.976 -45.045
```